No. 1
97
Properties=species:S:1:pos:R:3:forces:R:3 method="wB97M-V/def2-TZVPD" multiplicity=5 orbital_gap_ev="7.528 / 5.751" de_lowest_ev=0.0000 s_squared=6.0497 total_energy_ha=-2051.216053 charge=+1
H -1.7576 -5.6346 1.9679 0.05 0.01 -0.23
H 1.4545 -1.5454 1.1218 0.18 -0.19 -0.06
H -2.4285 -1.3778 5.6189 0.32 -0.18 -0.24
H -3.5051 0.6027 -5.3649 0.23 -0.12 0.20
C 3.7134 0.0615 -2.8822 0.12 0.05 0.09
H 2.0175 0.0097 -4.2046 0.19 0.31 0.13
C 2.2949 3.1279 -3.5317 0.03 -0.59 -0.02
H 0.4970 2.8869 6.5633 -0.14 -0.37 -0.29
H 0.0909 4.1675 2.1633 -0.15 -0.07 0.04
H -1.2517 0.5129 -1.8950 0.23 -0.04 -0.37
C -1.7428 2.8706 -4.2890 0.02 0.04 0.10
H 0.2936 1.3242 -2.2659 -0.92 -0.58 -0.59
H 4.2857 -0.6786 -3.4456 0.06 -0.03 0.08
C -2.8740 0.0679 -4.6371 0.00 -0.11 0.17
H 3.2212 2.3849 1.1562 -0.10 0.13 -0.02
H -3.2416 -3.6180 -0.8079 0.01 0.09 -0.14
C 2.2141 2.5147 0.7470 0.10 0.00 -0.03
H -3.0459 -1.9034 -1.2145 0.07 -0.23 -0.05
C 0.6798 -0.0465 4.8207 -0.48 0.20 -0.12
H 1.4987 -3.2693 1.5545 0.02 0.17 -0.11
C 0.7541 -3.4060 -2.8537 -0.06 0.01 0.23
C -2.7833 -2.9229 -1.5217 -0.30 0.02 -0.11
C -1.4740 -2.1823 3.8172 0.46 1.35 1.08
C -0.4960 -2.8555 -0.4285 -0.09 -0.58 -0.86
C -1.6607 -3.3359 3.0701 -0.41 -0.20 0.00
H 2.5941 -0.9834 4.9458 -0.26 -0.14 -0.05
H 3.8618 4.5707 -3.3999 0.15 0.00 -0.06
H -0.4667 -5.2691 0.8045 -0.24 0.19 0.05
N -1.0847 -2.5778 0.8541 -0.04 -2.34 0.55
C -0.8681 3.6784 1.9655 -0.08 0.13 0.20
H -1.7666 2.9047 5.5177 0.25 -0.13 -0.10
H 3.1865 -0.4583 -2.0722 0.02 0.15 -0.14
C -0.6430 -3.3436 -2.7852 0.37 -0.01 0.27
H -1.2438 -3.5206 -3.6791 0.18 0.09 0.25
H 4.4155 2.9636 -3.9149 -0.02 0.15 0.16
H -3.0584 2.1019 3.4072 0.00 -0.22 0.07
H -2.3742 -3.1442 5.4984 0.17 0.27 0.04
H 2.2292 2.1492 -0.2922 -0.16 0.03 0.33
C -0.1635 0.7038 -5.7686 0.09 0.12 0.03
H 1.5864 -1.6419 3.6470 -0.07 0.08 0.19
C -1.2943 -3.0684 -1.5786 0.54 0.25 0.35
C -1.8039 -2.2273 5.3018 -0.25 -0.41 0.05
H -0.5436 1.2341 -6.6554 0.10 -0.22 0.19
O -0.0387 1.5603 0.9793 -0.07 -0.39 0.59
H -1.9824 -4.2071 3.6324 0.02 0.14 -0.15
H -1.5927 4.4713 1.7614 0.04 -0.09 -0.01
C -0.8008 2.7616 0.7661 0.06 0.12 -0.53
C 1.5647 -1.2472 4.6705 0.45 -0.12 -0.05
C -1.0616 2.1029 5.2916 0.16 -0.13 0.04
H 2.0111 0.9302 6.1836 -0.31 0.13 -0.19
C -1.4545 -4.9518 1.1687 -0.04 -0.42 0.44
H 4.4101 0.7842 -2.4420 -0.10 -0.17 -0.08
C 1.2311 1.7566 1.6232 -0.07 0.09 0.10
Rh -0.9662 -0.6733 1.3689 0.48 3.55 -1.58
O 1.9967 1.7829 -3.1319 0.95 0.01 -0.62
C 1.6982 -2.5565 0.7417 0.34 -0.12 0.24
H 1.0641 2.2753 2.5856 0.20 -0.27 -0.32
H -2.1655 -5.0460 0.3390 0.23 0.09 0.18
H 2.6154 -3.2237 -1.7468 -0.26 0.08 -0.08
H -3.4735 -0.0893 -3.7304 0.08 0.06 -0.15
H -0.3451 3.2928 -0.0820 -0.20 -0.12 0.08
H -3.0306 0.3559 3.0997 -0.03 0.09 0.10
C 1.5271 -3.1661 -1.7123 -0.42 -0.02 -0.01
H -0.8878 3.4916 -3.9883 -0.15 -0.09 -0.07
H -1.1893 3.1436 2.8664 0.13 0.17 -0.20
H -0.9088 -2.2523 5.9452 -0.26 0.12 -0.37
H 2.0722 3.2514 -4.6077 0.04 0.02 0.30
C 3.7369 3.4988 -3.2420 0.03 0.15 -0.05
C 0.1941 2.0764 5.8903 -0.04 0.10 0.17
C -0.4653 0.6012 -2.6517 -0.19 0.42 0.33
H 1.2432 -3.6429 -3.8012 -0.16 0.09 0.31
H 0.0348 -0.3683 -2.7196 0.00 -0.15 0.07
H 1.6050 0.7500 1.8628 -0.08 0.16 -0.14
C -1.4132 -3.5439 1.7063 0.49 -0.30 -1.93
H 1.2433 -2.0600 5.3387 0.10 0.15 -0.19
H 1.6027 3.7643 -2.9648 0.11 -0.18 -0.11
H -2.5702 3.0790 -3.5954 0.18 -0.03 -0.13
C 2.7428 0.7458 -3.8219 -0.36 0.56 0.20
C -0.5735 0.0263 4.1712 -0.08 0.29 0.69
H -3.5829 0.9843 4.6677 0.11 -0.02 -0.27
Si -1.2840 1.0404 -4.2863 0.13 0.33 -0.22
H 2.7739 -2.5897 0.5348 -0.23 0.13 0.07
H 0.8721 1.0271 -5.5918 -0.36 -0.02 -0.15
H 3.2775 1.1844 -4.6829 -0.22 -0.18 0.23
H -2.6515 -0.9207 -5.0628 -0.03 0.17 0.10
H -2.0569 3.1877 -5.2919 0.03 -0.03 0.19
H 4.0153 3.2728 -2.2059 -0.13 0.02 -0.16
H -3.2165 -3.1039 -2.5124 0.05 -0.02 0.28
C -1.4680 1.0853 4.4242 0.56 -0.25 0.07
H -1.7989 2.4262 0.4614 0.27 -0.02 0.03
H -0.1539 -0.3729 -5.9856 0.07 0.18 -0.04
C 1.0479 0.9969 5.6705 -0.03 -0.09 -0.11
C -2.8512 1.1231 3.8580 -0.40 0.14 -0.06
N -0.9676 -1.0501 3.3005 -0.34 -1.13 1.44
F -1.8343 -0.3042 -0.3671 -0.47 -0.06 0.98
H 1.9789 3.5852 0.7521 0.12 -0.16 -0.12
C 0.9094 -2.8733 -0.4913 -0.53 -0.05 -0.33

No. 2
113
Properties=species:S:1:pos:R:3:forces:R:3 method="wB97M-V/def2-TZVPD" multiplicity=1 orbital_gap_ev=6.601 total_energy_ha=-2922.048560
H -1.0433 3.0306 -2.9045 0.12 -0.16 0.24
C 3.9545 4.2666 0.6359 -1.16 0.27 -0.08
H 0.0751 -4.7744 -1.5725 -0.07 -0.20 -0.02
C 0.7597 3.7121 -2.0978 1.68 0.45 -2.16
C -0.2380 -2.1775 -2.7775 0.48 0.35 0.08
C -1.4915 -10.9842 1.1140 0.68 0.22 -0.28
O 2.4818 1.2958 6.0351 -0.04 -0.02 -0.18
H -5.9460 1.7531 -2.1699 -0.05 0.32 -0.07
H -1.8554 5.3953 -1.2196 -0.04 0.22 0.45
O -0.7440 -7.1194 -1.9497 0.35 0.04 -0.18
H -1.4934 -11.9729 1.5539 -0.42 -0.04 -0.09
H -7.0803 2.4350 1.1476 -0.06 0.01 -0.25
H 4.2922 4.0818 2.7846 0.13 0.19 -0.20
H -5.8760 3.4070 1.8506 0.44 0.13 -0.34
H 5.5042 -2.3040 -0.6728 -0.27 -0.23 -0.08
C -4.4915 1.7198 0.1910 0.98 -0.35 1.11
C 0.9380 -4.0685 1.6168 1.23 -0.15 0.00
O 4.2791 0.5077 0.0381 0.47 0.10 0.43
H 1.4044 -1.8887 -3.9515 0.01 0.09 -0.07
N 3.9807 -0.1782 -4.1134 -0.19 0.35 0.60
O 1.6712 1.4210 1.1318 -0.62 -0.60 0.65
H 0.0057 -1.4224 1.1283 0.57 -0.06 0.07
C -0.0965 -7.6468 2.1068 -0.54 0.27 0.17
H 2.9350 -1.0617 5.3023 0.16 0.15 0.04
H -1.9106 4.0079 0.6982 -0.31 -0.03 0.47
C -0.8912 -8.5429 -0.0942 -1.04 -0.34 0.50
H -4.0781 1.1014 -0.6111 -0.02 0.42 -0.36
Mg 2.7782 1.7039 -0.6442 0.45 1.88 0.39
O 1.5738 0.0710 -0.5637 -0.59 -0.95 0.22
N -0.3678 3.7707 -2.8724 0.09 0.40 0.37
N 6.0394 -0.5350 1.0336 -1.01 -0.04 -1.67
H -6.7375 1.0595 -0.8067 0.05 0.10 0.24
H 0.9513 -5.4829 3.2509 -0.11 0.06 0.02
N 2.3697 -0.5174 4.6804 -0.09 0.09 -0.57
C 4.2989 3.4606 1.8784 0.61 -0.05 1.13
H -7.3929 2.5374 -1.4216 0.17 0.24 -0.13
C 0.8039 -3.8979 0.2435 -1.16 -0.04 0.38
C -5.4949 2.7579 -0.2834 -1.09 -0.54 0.54
H 5.2668 1.8383 -4.8270 0.15 -0.02 0.10
C -1.7870 -10.7796 -0.2376 0.40 -0.57 0.25
H -6.9517 4.1207 0.6688 0.09 -0.01 -0.25
H -4.1165 4.9625 1.7583 -0.62 0.08 0.06
C 4.0312 1.0050 -3.4037 0.14 0.34 -1.37
H 5.1683 2.6581 -3.3057 -0.22 0.28 -0.09
H -0.6807 4.6877 -3.1365 -0.23 -0.11 -0.01
H -3.6976 2.6234 2.0018 0.07 0.15 -0.01
H -3.4110 6.2182 -1.6727 0.27 0.18 0.32
C -6.3690 3.2267 0.8901 -0.40 -0.09 0.91
H -2.1624 2.9890 -0.6119 -0.42 0.04 -0.31
N 4.7863 -1.6072 -0.6015 0.64 0.60 0.29
C 0.7358 -5.3048 2.2059 -0.42 0.03 0.09
H 1.3956 -0.9697 -2.4360 0.10 0.14 -0.14
H 2.5129 5.9404 0.2177 0.33 -0.18 -0.19
H 3.6169 2.6516 2.1506 -0.23 0.01 -0.60
H 4.7649 -0.4506 -4.6802 0.01 -0.03 0.06
C -3.7052 4.5071 -0.3385 0.63 0.29 0.08
C -1.5369 -9.5579 -0.8135 1.46 0.80 -0.67
H -1.9981 -11.6381 -0.8634 -0.50 0.12 0.03
C 0.2059 -6.3413 1.4505 0.38 -0.12 -0.36
C -2.7236 3.4640 0.2033 0.52 -0.05 -0.05
C -2.9164 5.2786 -1.4152 -1.19 -0.14 -1.04
H -3.2996 6.1913 0.8517 -0.05 -0.04 0.19
H 3.0278 5.7564 1.8729 -0.10 0.04 -0.08
C 2.1375 0.8095 4.9680 -0.19 -0.23 0.74
C -0.7191 -8.7183 1.2732 1.17 0.10 0.46
C -0.0090 -6.1541 0.0798 0.09 -0.16 0.00
C 0.2578 -4.9295 -0.5155 0.53 0.40 -0.12
O 3.7204 3.4873 -0.4791 -0.07 -0.35 -0.31
O 3.3416 1.1934 -2.4227 0.34 -0.68 -0.46
C 1.1595 0.4034 0.5936 0.27 0.30 -1.36
H 4.7458 5.0211 0.4667 0.37 -0.38 -0.07
H -1.4651 -2.1444 -1.1244 -0.23 0.10 -0.18
H -3.0149 4.6980 -2.3396 0.19 -0.10 0.09
N 4.7807 1.9991 -3.9632 0.14 -0.27 0.37
H 1.3573 5.6551 -2.6593 -0.24 -0.05 0.06
H 5.3071 3.0319 1.8392 -0.06 -0.03 -0.26
O -5.7032 4.7730 -1.5137 -0.30 0.20 0.33
O 1.2311 2.6774 -1.6476 -1.36 -0.90 0.87
C -0.5175 -7.2673 -0.7704 -0.92 0.04 0.10
C 0.0025 -0.3393 1.1871 -0.89 0.42 0.93
H -2.5641 1.5801 1.1217 -0.12 -0.04 0.38
N 0.9481 -1.5609 -3.1225 -0.34 -0.16 0.11
O -0.7401 -3.0759 -3.4242 -0.01 -0.09 0.21
H 1.3442 1.2145 3.0726 0.11 0.49 0.03
H 1.7988 4.7051 1.2085 0.26 -0.48 -0.10
H 6.4714 -1.4390 1.0528 0.51 0.33 0.99
H 1.0948 2.3829 4.3721 0.11 0.20 -0.41
N -4.7950 3.8092 -1.0003 0.50 -0.66 -0.69
N 1.3902 1.4807 4.0480 0.05 -0.28 0.36
H 2.2168 -0.8449 3.7437 0.04 -0.16 0.05
C 2.7566 5.1859 0.9737 -0.27 0.56 0.68
H -0.1586 0.0108 2.2090 0.06 -0.34 0.07
C -4.1232 5.4675 0.7951 1.31 0.37 -0.34
H 2.4186 4.7459 -1.6108 0.15 -0.29 0.03
H -0.7118 -10.1910 2.8950 0.18 0.55 0.08
N 1.5614 4.8130 -2.1547 -0.32 0.12 0.56
C -3.3449 2.3366 1.0109 0.20 -0.07 -0.68
H -6.1327 4.3161 -2.2448 0.15 0.06 -0.12
H 3.5362 -0.8964 -3.5668 0.03 -0.25 -0.25
H 1.3872 -3.2760 2.2066 -0.23 0.06 0.04
H 0.9331 -2.9098 -0.1758 0.29 -0.09 -0.23
H -4.9894 6.0802 0.5628 -0.37 -0.40 0.16
H 6.0793 0.2352 1.6756 0.54 -0.24 0.31
H -1.5403 -9.3630 -1.8823 -0.57 -0.35 0.03
N -0.7398 -1.6536 -1.6111 -0.21 -0.13 -0.30
H 3.8967 -1.7175 -1.0490 -0.04 0.06 -0.13
H -4.9357 0.9796 0.8653 -0.59 0.20 -0.21
O 0.0518 -7.7848 3.3020 0.22 -0.12 -0.02
C -0.9398 -9.9568 1.8650 -0.89 -0.60 -0.19
C -6.4487 2.0221 -1.2354 0.02 -0.43 -0.39
H -0.9367 -0.0825 0.6853 0.24 0.34 -0.24
H -0.4357 -0.7414 -1.3150 0.13 -0.18 0.17
C 5.0146 -0.4594 0.1313 -0.57 -0.67 0.25